C20H22FN3O2 | ωB97M-V with the def2-TZVPD basis set

Computed properties:
E_HOMO in eV: -7.78
SMILES string: O=C(Cc1ccccc1)NCC(=O)N1CCN(c2ccccc2F)CC1
Kohn-Sham gap in eV: 8.216
Molar mass in g mol⁻¹: 355.413

```
! wB97M-V def2-TZVPD RIJCOSX def2/J DEFGRID3
* xyz 0 1
O 1.782 2.424 1.550
C 0.666 2.881 1.478
C -0.380 2.688 2.574
C -1.048 1.374 2.269
C -0.362 0.185 2.498
C -0.922 -1.028 2.143
C -2.176 -1.070 1.555
C -2.867 0.108 1.328
C -2.305 1.324 1.680
N 0.192 3.513 0.378
C 1.009 3.741 -0.798
C 1.988 2.589 -1.071
O 3.162 2.820 -1.266
N 1.466 1.344 -1.161
C 0.075 0.976 -1.070
C -0.258 -0.059 -2.160
N 0.581 -1.227 -2.025
C 0.146 -2.296 -1.261
C -1.162 -2.776 -1.435
C -1.651 -3.864 -0.744
C -0.850 -4.546 0.156
C 0.451 -4.118 0.339
C 0.927 -3.021 -0.351
F 2.212 -2.665 -0.082
C 1.974 -0.844 -2.134
C 2.363 0.204 -1.091
H 0.139 2.637 3.532
H -1.100 3.505 2.589
H 0.623 0.223 2.938
H -0.380 -1.946 2.317
H -2.608 -2.018 1.273
H -3.847 0.082 0.874
H -2.852 2.239 1.499
H -0.712 3.954 0.410
H 1.630 4.637 -0.676
H 0.357 3.886 -1.663
H -0.132 0.527 -0.090
H -0.568 1.844 -1.201
H -0.080 0.380 -3.147
H -1.311 -0.323 -2.074
H -1.803 -2.289 -2.154
H -2.666 -4.189 -0.919
H -1.226 -5.398 0.700
H 1.116 -4.617 1.027
H 2.105 -0.416 -3.135
H 2.618 -1.716 -2.054
H 2.307 -0.224 -0.084
H 3.376 0.567 -1.263
*
```